{"formula": "CH13N3O4", "method": "ωB97M-V with the def2-TZVPD basis set", "charge": -1, "homo_lumo_gap_ev": [2.45, 8.76], "de_lowest_ev": 0.508, "total_energy_ev": -13907.8408, "homo_energy_ev": [0.95, -5.50], "s_squared": 0.75, "lumo_energy_ev": [3.41, 3.26], "largest_force_ha_per_bohr": 0.0287, "spin_multiplicity": 2, "species": ["N", "C", "N", "N", "H", "H", "H", "H", "H", "H", "H", "O", "H", "H", "O", "H", "H", "O", "H", "H", "O"], "coordinates": [[2.0517, -0.5884, 2.4980], [1.3632, -0.4784, 1.2606], [1.9414, -1.0784, 0.1814], [0.3832, 0.3079, 1.0429], [3.0560, -0.6859, 2.3439], [1.7582, -1.4114, 3.0268], [1.4200, -1.0429, -0.6863], [2.5772, -1.8470, 0.3235], [-0.1656, 0.6992, 1.7987], [-1.5633, -1.0573, -1.5740], [-0.9055, -1.2955, -0.2519], [-0.7553, -1.4560, -1.1972], [-3.6648, 0.5434, 1.0312], [-2.3522, 0.4509, 0.2774], [-2.7570, 0.2382, 1.1316], [-1.5127, 0.5163, -3.2955], [-1.1385, 1.1009, -1.9280], [-1.9041, 0.7834, -2.4579], [0.7182, 1.4488, -0.7336], [1.0357, 2.7932, -1.3559], [0.4142, 2.0590, -1.4356]], "atomic_forces_ev_per_a": [[-0.2, -0.3, 0.4], [0.5, 0.6, 0.0], [0.2, 0.0, -0.1], [-1.2, -0.2, -0.8], [0.0, -0.1, -0.1], [-0.1, 0.1, -0.1], [0.0, -0.1, 0.1], [0.0, 0.1, 0.1], [0.9, -0.1, 0.4], [0.5, -0.1, -0.2], [0.5, 0.0, 0.1], [-0.8, -0.1, 0.1], [0.0, 0.0, 0.0], [0.1, 0.0, 0.2], [-0.1, 0.1, -0.2], [0.1, 0.0, 0.0], [-0.3, 0.1, -0.5], [0.0, 0.1, 0.3], [-0.4, -0.2, 0.2], [-0.2, 0.0, -0.1], [0.4, 0.0, 0.2]]}

***

{"formula": "CH13O5S", "method": "ωB97M-V with the def2-TZVPD basis set", "charge": -1, "homo_lumo_gap_ev": 7.51, "de_lowest_ev": 0.771, "total_energy_ev": -22322.6440, "homo_energy_ev": -4.10, "lumo_energy_ev": 3.41, "largest_force_ha_per_bohr": 0.0747, "spin_multiplicity": 1, "species": ["C", "S", "H", "H", "H", "H", "H", "O", "H", "H", "O", "H", "H", "O", "H", "H", "O", "H", "H", "O"], "coordinates": [[0.5695, 0.4265, -1.8977], [0.0358, -1.0611, -0.8170], [1.5862, 0.6968, -1.7275], [0.5757, 0.1602, -2.9219], [0.0936, 1.4100, -1.7581], [2.3870, -1.9142, -0.2887], [3.2517, -1.4747, -1.2909], [3.3345, -1.7372, -0.3561], [2.5603, 1.4095, 1.4997], [3.0655, 0.2372, 0.7262], [3.4127, 1.0673, 1.1317], [-2.6761, 1.3142, -1.1020], [-1.7563, 0.2536, -0.3619], [-2.4577, 0.9096, -0.2365], [-0.1060, 1.6712, 1.5386], [0.5037, 0.2502, 1.2906], [0.4146, 0.9535, 1.9721], [-4.8795, 0.8879, 0.9063], [-4.4235, -0.4590, 0.7110], [-5.2257, 0.0536, 0.8934]], "atomic_forces_ev_per_a": [[-0.1, -0.3, 1.2], [0.4, 1.5, -0.6], [1.1, -0.1, 0.6], [-0.5, -0.3, -1.2], [-0.7, -0.6, 0.1], [-0.7, -0.2, 0.8], [0.8, 0.1, 0.2], [-0.3, 0.2, -1.1], [0.9, -0.2, -0.2], [0.8, 0.5, 0.1], [-1.7, -0.4, 0.0], [0.5, -0.7, 0.8], [0.6, -0.5, -0.4], [-1.1, 1.1, -0.3], [0.5, -1.1, 0.3], [-0.4, 0.2, -0.1], [-0.2, 0.8, -0.5], [1.3, 3.6, 0.1], [-0.2, 0.0, -0.1], [-1.0, -3.6, -0.1]]}

***

{"formula": "CH13O5S", "method": "ωB97M-V with the def2-TZVPD basis set", "charge": -1, "homo_lumo_gap_ev": 7.23, "de_lowest_ev": 0.699, "total_energy_ev": -22322.7159, "homo_energy_ev": -3.78, "lumo_energy_ev": 3.45, "largest_force_ha_per_bohr": 0.0261, "spin_multiplicity": 1, "species": ["C", "S", "H", "H", "H", "H", "H", "O", "H", "H", "O", "H", "H", "O", "H", "H", "O", "H", "H", "O"], "coordinates": [[0.8460, -2.4665, -0.8958], [0.5762, -1.6547, 0.7218], [0.6471, -3.5403, -0.8126], [1.8136, -2.2609, -1.3226], [0.0408, -2.1409, -1.5595], [-1.6638, -1.4158, -0.0061], [-2.2229, -0.0956, -0.4999], [-2.2220, -1.0340, -0.7197], [0.8835, 0.4251, -1.3901], [-0.2868, -0.2142, -2.0751], [0.4471, 0.4010, -2.2498], [1.8904, 1.1906, 1.6522], [0.9990, 0.0868, 2.0847], [1.3089, 0.9625, 2.3872], [1.0565, 2.7158, 0.0731], [-0.3792, 2.6228, -0.3366], [0.3395, 3.2645, -0.2606], [-1.6634, 0.3375, 1.7622], [-0.7360, 1.5183, 1.7938], [-1.6743, 1.2981, 1.6537]], "atomic_forces_ev_per_a": [[-1.3, -0.2, 0.3], [0.0, -0.1, 0.1], [0.5, 0.0, 0.1], [0.3, 0.0, -0.2], [0.4, 0.1, -0.2], [0.3, 0.1, -0.3], [0.0, 0.0, 0.0], [-0.2, 0.0, 0.1], [0.0, -0.2, 0.1], [0.2, 0.2, 0.0], [-0.4, 0.0, 0.0], [0.1, 0.0, 0.2], [0.2, -0.1, -0.1], [-0.1, 0.2, -0.1], [0.1, 0.1, 0.0], [-0.1, 0.1, -0.1], [0.0, -0.2, 0.1], [0.0, 0.0, -0.1], [-0.2, 0.0, 0.1], [0.3, -0.1, 0.0]]}

***

{"formula": "CH13O6", "method": "ωB97M-V with the def2-TZVPD basis set", "charge": 0, "homo_lumo_gap_ev": [9.97, 4.16], "de_lowest_ev": 1.129, "total_energy_ev": -13527.9866, "homo_energy_ev": [-9.95, -9.94], "s_squared": 0.75, "lumo_energy_ev": [0.01, -5.78], "largest_force_ha_per_bohr": 0.0638, "spin_multiplicity": 2, "species": ["C", "O", "H", "H", "H", "H", "H", "O", "H", "H", "O", "H", "H", "O", "H", "H", "O", "H", "H", "O"], "coordinates": [[0.8470, -2.1581, -0.0640], [-0.5433, -2.0568, 0.0082], [1.2343, -1.9983, -1.0891], [1.3527, -1.4968, 0.6910], [0.9321, -3.1967, 0.2525], [0.8139, 0.1586, -0.6561], [1.7640, 0.8867, -1.6400], [1.8211, 0.4572, -0.7914], [-1.8827, 1.2210, -0.9389], [-2.1985, 2.6984, -1.2641], [-2.5895, 1.8523, -1.4213], [-1.8428, -1.1588, 2.4824], [-0.6180, -1.8522, 1.7926], [-0.9578, -1.5406, 2.6225], [-1.0709, -0.0009, -1.5718], [-0.8403, -1.0323, -0.2526], [-0.7406, 0.3121, -0.7391], [0.9129, 3.0144, 1.3942], [2.0579, 2.5652, 0.4107], [1.5485, 3.3255, 0.7742]], "atomic_forces_ev_per_a": [[-0.4, -2.1, 0.8], [0.2, 0.0, -0.2], [-0.2, 0.6, 0.4], [-0.3, 0.1, -0.8], [1.1, 0.0, -0.1], [1.9, 1.7, -0.5], [0.1, 0.4, -0.4], [-1.5, -1.3, 0.7], [-1.9, 1.9, -1.0], [0.2, 1.0, 0.0], [0.9, -1.9, 1.0], [0.6, -0.3, -0.1], [-0.3, -0.2, -0.3], [-0.5, 0.5, 0.9], [-0.1, 0.0, -1.3], [0.1, 2.6, -0.8], [0.2, -2.9, 1.6], [-0.6, -0.7, 0.6], [-0.9, 0.5, 0.6], [1.4, 0.1, -1.2]]}

***

{"formula": "CH14NO5", "method": "ωB97M-V with the def2-TZVPD basis set", "charge": 1, "homo_lumo_gap_ev": 4.09, "de_lowest_ev": 8.944, "total_energy_ev": -12977.0341, "homo_energy_ev": -14.34, "lumo_energy_ev": -10.26, "largest_force_ha_per_bohr": 0.0755, "spin_multiplicity": 1, "species": ["C", "N", "H", "H", "H", "H", "H", "H", "O", "H", "H", "O", "H", "H", "O", "H", "H", "O", "H", "H", "O"], "coordinates": [[2.0161, 0.3302, -1.2355], [1.2504, -0.9609, -1.2956], [1.7651, 0.9275, -2.1159], [3.0869, 0.1006, -1.1375], [1.7551, -1.6988, -1.8062], [1.7124, 0.9165, -0.3717], [-0.1503, 1.7796, 2.2946], [-0.0616, 1.3567, 0.7843], [0.1102, 1.0671, 1.7043], [0.2749, -0.6003, 1.8307], [1.2504, -1.8395, 2.2833], [1.0204, -1.1565, 1.5371], [-1.3269, 2.4520, -0.6040], [-2.6294, -0.0881, -1.7751], [-0.6926, 1.7324, -0.6335], [-1.4347, 0.6823, -0.8905], [0.9769, -1.3197, -0.4288], [-1.8117, -0.2167, -1.1987], [-2.3203, -0.5333, 0.4555], [-2.7569, -1.7640, 1.4564], [-2.0346, -1.1670, 1.1469]], "atomic_forces_ev_per_a": [[-1.8, -1.2, 0.6], [3.1, 2.0, -1.3], [0.5, -0.1, -0.4], [0.0, 0.0, -0.5], [-0.7, 0.4, -0.5], [0.0, -0.4, 0.1], [-0.1, 0.0, 0.1], [-0.4, 0.1, 0.0], [0.2, 0.6, 0.4], [-0.1, -0.1, 0.1], [-0.9, 2.0, -2.2], [1.4, -2.6, 1.6], [-0.3, 0.6, 0.0], [1.4, -0.3, 0.9], [0.4, -0.2, -0.4], [0.8, 0.7, 0.3], [-1.5, -0.5, 2.5], [-2.0, -0.6, -1.7], [-0.3, -0.8, 0.5], [0.6, 1.0, -0.6], [-0.3, -0.5, 0.5]]}

***

{"formula": "CH14O6", "method": "ωB97M-V with the def2-TZVPD basis set", "charge": -1, "homo_lumo_gap_ev": [2.70, 10.82], "de_lowest_ev": 0.694, "total_energy_ev": -13547.8604, "homo_energy_ev": [0.92, -7.24], "s_squared": 0.75, "lumo_energy_ev": [3.62, 3.58], "largest_force_ha_per_bohr": 0.0808, "spin_multiplicity": 2, "species": ["C", "O", "H", "H", "H", "H", "H", "H", "O", "H", "H", "O", "H", "H", "O", "H", "H", "O", "H", "H", "O"], "coordinates": [[1.0649, 1.6100, 1.5859], [-0.0707, 1.1941, 0.9336], [1.9594, 1.2021, 1.0283], [1.0898, 1.1420, 2.5865], [1.1246, 2.7332, 1.5958], [-0.6733, 0.7898, 1.5045], [0.5418, -1.7723, 0.5025], [0.8785, -2.8720, 1.3144], [0.2681, -2.1213, 1.3643], [1.7239, -1.1729, -1.0697], [2.8264, -1.9890, -1.7362], [2.5267, -1.6824, -0.9419], [0.0132, 0.1772, -3.7850], [-0.4020, 0.3788, -2.3952], [0.2396, -0.1445, -2.9160], [-1.7854, -1.6459, 1.5772], [-3.1707, -1.2682, 1.2638], [-2.4764, -1.0073, 1.8838], [-2.2866, 2.7189, -1.3518], [-1.0085, 2.2903, -0.6799], [-1.3900, 2.4648, -1.5576]], "atomic_forces_ev_per_a": [[1.8, -0.1, 0.2], [0.0, 0.9, -2.5], [-0.7, 0.6, 0.5], [0.2, 0.7, -0.1], [0.1, -0.9, 0.3], [-1.6, -1.2, 1.4], [-0.5, 0.8, -0.2], [-0.2, -0.4, 0.7], [0.5, -0.3, -0.5], [-0.2, 0.3, -0.6], [0.9, -1.1, -3.5], [-0.7, 1.0, 4.0], [0.1, 0.0, -0.8], [0.3, -0.3, 0.3], [-0.5, 0.3, 0.6], [0.0, 0.6, 0.6], [-0.3, 0.4, 0.0], [0.5, -0.9, -0.6], [-0.6, 0.1, 0.0], [0.2, -0.3, -0.1], [0.5, 0.0, 0.1]]}

***

Q: Which value of charge does entry 5 give?
A: +1